Entry 1:
ORCA calculation (ωB97M-V/def2-TZVPD) on an isolated molecule of C3H5NO in a non-equilibrium geometry.

Each line ends with the Löwdin charge.
CARTESIAN COORDINATES (ANGSTROEM)
C 1.755 0.427 -0.464  -0.0006
C 0.417 0.344 -0.439  -0.1950
N -0.339 -0.253 0.608  0.0221
C -1.713 -0.441 0.382  -0.3519
O -2.339 -0.089 -0.582  0.0234
H 2.343 0.810 -1.263  0.0360
H 2.336 0.002 0.352  0.0490
H -0.230 0.790 -1.247  0.1292
H 0.055 -0.554 1.531  0.1595
H -2.286 -1.036 1.122  0.1283

Calculated values
Orbital gap (hartree): 0.3672
Energy above the lowest of the compared OMol25 structures with the same formula, charge and spin (kcal per mole): 14.9
SMILES string: C=CNC=O
Calculated total energy (a.u.): -247.283565



Entry 2:
ORCA calculation (ωB97M-V/def2-TZVPD) on a cluster of 2 separate species, C2H11N5 in total.

Each line ends with the Löwdin charge.
CARTESIAN COORDINATES (ANGSTROEM)
C -1.813 0.227 0.255  -0.3020
C 1.394 1.477 0.281  -0.1855
N 0.420 0.404 0.335  -0.2680
N 0.680 -0.618 -0.629  -0.2193
N 1.809 -1.482 -0.349  -0.0217
N -2.336 -0.175 -0.923  0.1140
N -1.572 -0.635 1.263  0.0364
H 0.910 -0.188 -1.527  0.0827
H -1.920 1.272 0.507  0.1247
H 2.548 -0.966 0.127  0.0415
H 1.476 -2.179 0.308  0.0475
H -1.973 -1.051 -1.280  0.0980
H -1.612 -1.606 0.974  0.0798
H -2.473 0.531 -1.629  0.1017
H -0.518 -0.366 1.458  0.0966
H 1.456 1.945 -0.718  0.0615
H 1.107 2.249 0.999  0.0611
H 2.416 1.159 0.547  0.0510

Calculated values
Orbital gap (hartree): 0.3026
Energy above the lowest of the compared OMol25 structures with the same formula, charge and spin (kcal per mole): 101.2
Calculated total energy (a.u.): -356.432700



Entry 3:
ORCA calculation (ωB97M-V/def2-TZVPD) on a structure of composition C20H48CuF6NO22S8 in a non-equilibrium geometry.

Each line ends with the Löwdin charge.
CARTESIAN COORDINATES (ANGSTROEM)
Cu -1.347 0.059 0.215  0.7265
C -5.001 -0.746 -1.630  -0.6503
F -4.402 -0.536 -2.795  0.1425
F -6.301 -0.631 -1.772  0.1785
F -4.653 -1.973 -1.248  0.1401
S -4.472 0.544 -0.321  0.6892
O -3.734 1.556 -1.039  -0.3129
O -5.689 1.037 0.259  -0.2440
N -3.336 -0.275 0.672  -0.2980
S -4.213 -0.703 1.982  0.6375
O -4.239 0.400 2.911  -0.2732
O -5.441 -1.413 1.708  -0.2530
C -3.188 -2.092 2.765  -0.6490
F -3.156 -3.119 1.922  0.1470
F -1.964 -1.647 3.041  0.1193
F -3.776 -2.467 3.890  0.1728
O 1.946 1.657 -2.263  -0.2649
S 2.030 1.079 -0.949  0.6736
O 0.871 0.313 -0.533  -0.3066
O 3.370 0.160 -0.791  -0.2304
C 3.284 -1.054 -1.567  -0.2478
C 4.680 -1.640 -1.694  -0.0496
C 2.444 2.397 0.262  -0.0444
H 2.876 -0.829 -2.553  0.0897
H 2.657 -1.772 -1.038  0.0905
H 5.081 -2.040 -0.759  0.0661
H 5.446 -0.908 -1.955  0.0867
H 4.703 -2.467 -2.403  0.0895
H 2.421 2.039 1.285  0.0422
H 1.595 3.077 0.212  0.0470
H 3.381 2.793 -0.115  0.0824
O -2.040 -0.872 -4.402  -0.2498
S -1.251 -0.119 -3.469  0.6442
O -1.630 -0.095 -2.082  -0.3106
O 0.290 -0.637 -3.511  -0.2610
C 0.928 -0.845 -4.771  -0.2554
C 2.023 0.165 -5.031  -0.0696
C -1.036 1.561 -4.080  -0.0714
H 0.179 -0.653 -5.549  0.1121
H 1.285 -1.855 -4.964  0.1307
H 2.524 -0.095 -5.967  0.0920
H 2.834 0.152 -4.300  0.0603
H 1.667 1.190 -5.120  0.0725
H -2.002 2.030 -3.893  0.0811
H -0.903 1.551 -5.159  0.0820
H -0.194 1.963 -3.523  0.0416
O -1.098 -2.008 -0.396  -0.3233
S -0.440 -3.294 -0.515  0.6907
O 0.937 -3.427 -0.961  -0.2676
O -0.700 -4.041 0.903  -0.2484
C 0.262 -4.998 1.355  -0.2861
C -0.383 -6.363 1.392  -0.0489
C -1.512 -4.331 -1.606  -0.0434
H 0.605 -4.691 2.347  0.1175
H 1.187 -5.091 0.783  0.0997
H -0.710 -6.572 0.368  0.0771
H -1.264 -6.409 2.029  0.0879
H 0.310 -7.161 1.656  0.0887
H -1.647 -3.638 -2.436  0.0685
H -2.418 -4.579 -1.067  0.0799
H -0.855 -5.144 -1.897  0.0707
O -1.349 1.228 2.315  -0.3229
S -1.357 2.027 3.513  0.6489
O -1.357 1.411 4.818  -0.2579
O -0.078 3.029 3.428  -0.2529
C 0.945 2.830 4.405  -0.2663
C 2.095 3.794 4.093  -0.0475
C -2.675 3.239 3.318  -0.0681
H 1.371 1.827 4.344  0.1022
H 0.555 3.055 5.396  0.1232
H 2.788 3.861 4.930  0.0850
H 1.658 4.740 3.777  0.0865
H 2.738 3.430 3.288  0.0630
H -2.343 3.783 2.437  0.0534
H -2.704 3.925 4.164  0.0821
H -3.631 2.720 3.303  0.0659
O 2.220 0.040 2.452  -0.2592
S 1.260 -1.041 2.457  0.6549
O 0.037 -0.808 1.742  -0.3361
O 1.864 -2.441 1.949  -0.2606
C 3.277 -2.667 2.132  -0.2466
C 3.776 -3.861 1.350  -0.0476
C 0.865 -1.570 4.154  -0.0654
H 3.462 -2.771 3.203  0.1223
H 3.870 -1.819 1.778  0.1168
H 3.598 -3.717 0.284  0.0697
H 3.173 -4.723 1.646  0.0732
H 4.834 -3.989 1.555  0.0956
H 0.089 -2.329 4.131  0.0695
H 0.573 -0.720 4.773  0.0703
H 1.753 -1.930 4.676  0.0742
O -1.234 2.189 -0.331  -0.3114
S -1.091 3.605 -0.568  0.6334
O -0.506 4.437 0.441  -0.2503
O -0.178 3.675 -1.899  -0.2742
C 0.186 4.956 -2.371  -0.2837
C 1.418 4.855 -3.263  -0.0449
C -2.645 4.313 -1.128  -0.0844
H 0.455 5.649 -1.567  0.1243
H -0.626 5.422 -2.944  0.1270
H 1.209 4.246 -4.143  0.0780
H 2.197 4.368 -2.680  0.0755
H 1.613 5.872 -3.597  0.0908
H -2.559 5.398 -1.137  0.0814
H -3.393 4.054 -0.377  0.0766
H -2.975 3.910 -2.081  0.0772

Calculated values
Orbital gap (spin up / spin down) (hartree): 0.3981 / 0.2675
Total charge: +1
<S²>: 0.7513
Energy above the lowest of the compared OMol25 structures with the same formula, charge and spin (kcal per mole): 17.6
Calculated total energy (a.u.): -7925.717211
Spin multiplicity: 2



Entry 4:
ORCA calculation (ωB97M-V/def2-TZVPD) on a structure of composition C21H33Ge2MnN3O5Se3Te2 in a non-equilibrium geometry.

Each line ends with the Löwdin charge.
CARTESIAN COORDINATES (ANGSTROEM)
Mn 3.749 -1.983 -0.038  0.2700
C 0.181 -0.482 4.966  -0.1851
C 0.569 -0.003 3.569  -0.3623
Ge -0.480 -0.890 2.160  0.8506
C -0.931 -2.792 2.383  -0.3573
C -2.085 -3.045 3.351  -0.1902
C -2.239 0.091 2.438  -0.2257
C -2.374 0.955 1.411  -0.3708
Ge -0.782 0.569 0.257  0.9112
C 0.359 2.183 0.140  -0.3640
C 0.236 2.965 -1.166  -0.1898
C -1.446 0.006 -1.516  -0.3581
C -2.840 0.539 -1.843  -0.1828
C -3.476 1.933 1.299  -0.2464
C -4.767 1.636 1.746  -0.0512
C -5.796 2.559 1.641  -0.1071
C -5.564 3.809 1.081  -0.1238
C -4.289 4.120 0.627  -0.1007
C -3.264 3.191 0.731  -0.0472
H 0.626 0.147 5.743  0.0593
H 0.540 -1.501 5.122  0.0537
H -0.903 -0.468 5.114  0.0487
H 1.644 -0.096 3.429  0.0292
H 0.324 1.057 3.444  0.0548
H -0.031 -3.319 2.695  0.0447
H -1.181 -3.177 1.391  0.0600
H -1.810 -2.786 4.375  0.0546
H -2.374 -4.101 3.345  0.0568
H -2.970 -2.460 3.093  0.0442
H -2.952 0.091 3.270  0.0508
H 1.390 1.854 0.271  0.0451
H 0.108 2.807 1.003  0.0520
H 0.407 2.318 -2.031  0.0514
H 0.968 3.778 -1.221  0.0582
H -0.752 3.414 -1.298  0.0452
H -1.440 -1.084 -1.537  0.0556
H -0.733 0.318 -2.279  0.0367
H -3.568 0.263 -1.078  0.0562
H -3.194 0.142 -2.799  0.0596
H -2.854 1.630 -1.913  0.0559
H -4.958 0.656 2.168  0.1040
H -6.788 2.299 1.992  0.0909
H -6.368 4.529 0.992  0.0862
H -4.091 5.089 0.184  0.0934
H -2.271 3.439 0.376  0.0893
Se 3.430 -3.576 -1.851  -0.0203
Te 3.917 -4.481 -4.159  0.1425
Te 6.096 -1.437 -4.107  0.1651
Se 5.353 -1.546 -1.786  -0.0783
C 3.919 1.529 -2.586  -0.0512
N 3.125 0.444 -3.148  -0.0667
C 3.339 0.004 -4.409  -0.2242
C 2.701 -1.084 -4.894  -0.1023
C 1.831 -1.751 -3.986  -0.5093
N 1.621 -1.340 -2.762  0.1332
C 2.333 -0.305 -2.263  -0.5883
O 2.409 -0.062 -1.060  -0.0456
N 1.174 -2.888 -4.378  0.0565
H 4.713 1.776 -3.288  0.0778
H 4.360 1.196 -1.650  0.0590
H 3.289 2.399 -2.396  0.0838
H 4.091 0.539 -4.971  0.0649
H 2.933 -1.482 -5.869  0.0953
H 1.684 -3.431 -5.060  -0.0400
H 0.908 -3.447 -3.578  0.0636
O 3.806 -0.854 1.895  -0.5211
Se 3.020 -2.268 2.342  0.7218
O 4.025 -3.403 1.675  -0.5215
O 1.736 -2.278 1.286  -0.5385
O 2.656 -2.456 3.912  -0.4621

Calculated values
Orbital gap (spin up / spin down) (hartree): 0.1941 / 0.1940
Total charge: -2
<S²>: 8.7932
Energy above the lowest of the compared OMol25 structures with the same formula, charge and spin (kcal per mole): 63.5
Calculated total energy (a.u.): -14405.666325
Spin multiplicity: 6



Entry 5:
ORCA calculation (ωB97M-V/def2-TZVPD) on a cluster of 7 separate species, C31H72Br4N4O11 in total in a non-equilibrium geometry.

Each line ends with the Löwdin charge.
CARTESIAN COORDINATES (ANGSTROEM)
C 2.114 4.652 -4.207  -0.0922
O 3.079 4.753 -3.169  -0.1977
C 2.641 4.466 -1.876  -0.1794
C 2.461 2.877 -1.657  -0.1530
N 3.625 2.160 -1.175  -0.0575
C 4.786 2.467 -1.991  -0.2154
C 5.914 1.689 -1.420  -0.1810
O 5.797 0.285 -1.769  -0.1882
C 6.297 -0.148 -2.971  -0.1285
H 1.111 4.940 -3.892  0.0889
H 2.032 3.601 -4.483  0.0718
H 2.360 5.206 -5.113  0.0896
H 1.793 5.087 -1.585  0.1183
H 3.489 4.719 -1.240  0.1036
H 2.213 2.413 -2.611  0.1063
H 1.758 2.629 -0.862  0.0748
H 3.535 1.157 -1.255  0.0755
H 4.985 3.536 -1.923  0.1174
H 4.679 2.145 -3.027  0.1240
H 5.860 1.698 -0.331  0.1055
H 6.841 2.168 -1.737  0.1248
H 5.718 0.272 -3.793  0.0908
H 6.212 -1.235 -2.963  0.0601
H 7.383 -0.061 -2.982  0.0980
C -9.526 2.456 -0.113  -0.1714
O -8.525 3.208 0.464  -0.1806
C -7.210 3.008 -0.202  -0.1565
C -6.233 2.192 0.685  -0.2321
N -5.856 2.957 1.850  -0.0849
C -4.730 3.875 1.531  -0.1593
C -4.354 4.671 2.883  -0.1674
O -3.312 5.638 2.530  -0.2012
C -2.947 6.472 3.582  -0.1293
H -10.474 2.430 0.425  0.0808
H -9.302 1.390 -0.062  0.0853
H -9.923 2.854 -1.046  0.0907
H -6.681 3.947 -0.366  0.1087
H -7.314 2.397 -1.099  0.1110
H -5.469 1.917 -0.043  0.1187
H -6.736 1.342 1.146  0.1059
H -6.641 3.311 2.377  0.1099
H -5.064 4.503 0.705  0.1048
H -3.757 3.424 1.335  0.0957
H -4.020 3.859 3.528  0.1061
H -5.275 5.039 3.336  0.1108
H -3.771 7.141 3.832  0.0931
H -1.967 6.857 3.298  0.0934
H -2.668 5.837 4.423  0.0787
C 2.149 -1.219 -0.939  -0.1070
O 3.037 -0.699 -1.876  -0.2133
C 2.921 -1.039 -3.242  -0.1743
C 3.282 -2.494 -3.756  -0.1610
N 4.708 -2.647 -4.139  -0.0709
C 5.036 -3.921 -4.792  -0.1707
C 4.981 -5.142 -3.810  -0.1404
O 4.482 -6.179 -4.676  -0.2120
C 3.213 -6.191 -5.104  -0.1785
H 2.368 -1.103 0.122  0.0817
H 1.988 -2.282 -1.121  0.0788
H 1.130 -0.837 -1.006  0.0764
H 3.446 -0.299 -3.845  0.1162
H 1.869 -0.932 -3.508  0.1118
H 2.633 -2.728 -4.600  0.1192
H 2.997 -3.148 -2.932  0.0892
H 5.331 -2.406 -3.382  0.0646
H 6.077 -3.786 -5.086  0.1141
H 4.520 -4.150 -5.725  0.1065
H 4.413 -5.058 -2.884  0.1115
H 5.978 -5.522 -3.588  0.1177
H 2.491 -5.917 -4.335  0.0867
H 2.897 -7.194 -5.391  0.0921
H 3.115 -5.528 -5.963  0.0782
C -3.311 -0.708 2.974  -0.0948
O -2.768 -1.973 2.883  -0.2263
C -3.737 -3.007 2.850  -0.2115
C -2.988 -4.320 2.865  -0.0850
N -3.790 -5.524 2.640  0.1895
C -4.534 -5.721 1.400  -0.0902
C -5.218 -7.087 1.373  -0.1876
O -4.381 -8.132 0.928  -0.1923
C -4.962 -9.437 0.743  -0.0641
H -3.563 -0.491 4.012  0.1107
H -4.184 -0.690 2.322  0.0923
H -2.599 -0.058 2.465  0.0812
H -4.411 -2.927 1.997  0.1274
H -4.371 -3.008 3.736  0.1392
H -2.535 -4.402 3.853  0.1521
H -2.312 -4.135 2.030  0.1599
H -3.971 -6.181 3.386  0.1695
H -3.859 -5.419 0.599  0.1581
H -5.374 -5.027 1.370  0.1525
H -6.074 -7.137 0.699  0.1451
H -5.320 -7.272 2.442  0.1250
H -4.168 -10.156 0.540  0.0969
H -5.527 -9.474 -0.188  0.0895
H -5.616 -9.756 1.555  0.0940
Br 0.392 -1.054 3.264  0.6722
C 2.370 -0.928 3.378  -0.7019
C 2.926 -0.923 4.743  -0.7047
Br 4.835 -1.264 4.670  0.6472
H 2.910 -0.120 2.883  0.0557
H 2.709 -1.849 2.904  0.0386
H 2.512 -1.705 5.379  0.0566
H 2.756 0.095 5.093  0.0701
Br 3.344 4.337 3.719  0.5480
C 4.351 3.993 1.985  -0.6087
C 5.829 3.598 2.315  -0.6320
Br 5.849 1.791 3.092  0.5639
H 4.249 4.911 1.407  0.0518
H 3.805 3.275 1.373  0.0124
H 6.159 4.271 3.106  0.0408
H 6.511 3.517 1.468  0.0467
C 0.586 2.946 1.464  -0.1451
C -0.375 1.823 0.853  -0.0931
O -1.441 2.632 0.319  0.0457
C -0.982 3.862 0.075  -0.4703
O -1.699 4.704 -0.493  0.1163
O 0.300 4.064 0.654  0.0108
H 1.638 2.695 1.332  0.0981
H 0.349 3.150 2.508  0.1191
H -0.481 1.058 1.622  0.0441
H 0.181 1.378 0.029  0.1027

Calculated values
Orbital gap (spin up / spin down) (hartree): 0.2554 / 0.0848
Total charge: +1
<S²>: 0.7548
Calculated total energy (a.u.): -12566.394176
Spin multiplicity: 2



Question: calculated total energy of number 4 (C21H33Ge2MnN3O5Se3Te2)?
Answer: -14405.666325 a.u.



Question: Which formula does entry 4 have?
Answer: C21H33Ge2MnN3O5Se3Te2



What did the first record say?
ORCA calculation (ωB97M-V/def2-TZVPD) on an isolated molecule of C3H5NO in a non-equilibrium geometry.

Each line ends with the Löwdin charge.
CARTESIAN COORDINATES (ANGSTROEM)
C 1.755 0.427 -0.464  -0.0006
C 0.417 0.344 -0.439  -0.1950
N -0.339 -0.253 0.608  0.0221
C -1.713 -0.441 0.382  -0.3519
O -2.339 -0.089 -0.582  0.0234
H 2.343 0.810 -1.263  0.0360
H 2.336 0.002 0.352  0.0490
H -0.230 0.790 -1.247  0.1292
H 0.055 -0.554 1.531  0.1595
H -2.286 -1.036 1.122  0.1283

Calculated values
Orbital gap (hartree): 0.3672
Energy above the lowest of the compared OMol25 structures with the same formula, charge and spin (kcal per mole): 14.9
SMILES string: C=CNC=O
Calculated total energy (a.u.): -247.283565